A cluster of 10 separate species, C34H52F15NO22 in total at a distorted geometry, computed with ωB97M-V/def2-TZVPD.

Geometry as ORCA input:
```
! RIJCOSX wB97M-V def2-TZVPD def2/J DEFGRID3
* xyz 0 1
C -4.65 -1.96 -4.57
C -5.95 -1.21 -4.47
O -5.91 0.01 -5.22
C -7.09 0.78 -5.31
O -8.02 0.71 -4.53
C -7.28 1.58 -6.65
F -8.41 1.10 -7.19
F -7.43 2.89 -6.34
F -6.36 1.44 -7.52
H -4.33 -1.90 -5.61
H -4.77 -3.02 -4.34
H -3.85 -1.59 -3.95
H -6.23 -0.97 -3.44
H -6.62 -1.93 -4.94
C 2.86 -7.26 1.90
C 1.64 -6.50 1.47
O 1.86 -6.05 0.09
C 1.16 -5.03 -0.37
O 0.35 -4.43 0.35
C 1.33 -4.79 -1.85
F 2.19 -5.64 -2.36
F 0.18 -4.76 -2.53
F 1.88 -3.60 -1.92
H 3.51 -6.72 2.58
H 3.44 -7.70 1.09
H 2.65 -8.13 2.52
H 1.45 -5.76 2.25
H 0.79 -7.18 1.55
C 1.13 8.63 -2.37
C 1.83 7.42 -2.94
O 1.83 6.45 -1.93
C 1.37 5.15 -2.01
O 1.00 4.59 -3.07
C 1.33 4.48 -0.67
F 0.45 5.08 0.20
F 0.92 3.22 -0.77
F 2.58 4.45 -0.25
H 1.29 9.54 -2.96
H 1.59 8.83 -1.40
H 0.06 8.46 -2.29
H 2.85 7.81 -3.04
H 1.56 7.01 -3.91
C -1.75 0.23 3.29
C -2.70 1.37 2.94
O -2.34 2.49 3.81
C -2.85 3.73 3.53
O -3.46 3.99 2.45
C -2.26 4.82 4.38
F -3.32 5.39 4.96
F -1.38 4.30 5.29
F -1.59 5.69 3.69
H -2.37 -0.50 3.80
H -0.81 0.63 3.68
H -1.53 -0.35 2.39
H -3.78 1.25 3.07
H -2.60 1.70 1.91
C -0.71 -1.36 -1.66
C -1.19 -0.50 -0.50
O -0.25 0.43 0.13
C 0.96 -0.01 0.72
O 1.43 -1.16 0.66
C 1.81 1.13 1.34
F 2.82 1.45 0.50
F 1.08 2.28 1.58
F 2.39 0.76 2.52
H -0.01 -2.14 -1.37
H -0.25 -0.69 -2.38
H -1.56 -1.77 -2.19
H -1.62 -1.13 0.28
H -2.03 0.09 -0.87
C -1.60 -7.54 -1.86
O -1.98 -6.43 -1.03
C -2.42 -5.27 -1.51
O -2.65 -5.02 -2.70
O -2.88 -4.53 -0.51
C -3.52 -3.30 -0.72
H -0.81 -8.19 -1.47
H -1.21 -7.20 -2.82
H -2.46 -8.14 -2.15
H -3.28 -2.67 0.13
H -4.60 -3.47 -0.68
H -3.36 -2.75 -1.64
C 2.05 1.10 -3.64
O 0.77 1.35 -4.10
C 0.32 0.94 -5.28
O 0.72 -0.08 -5.89
O -0.87 1.65 -5.46
C -1.62 1.49 -6.68
H 2.87 1.62 -4.14
H 2.20 0.02 -3.57
H 2.17 1.62 -2.69
H -1.66 0.51 -7.16
H -1.19 2.18 -7.41
H -2.65 1.81 -6.48
C 4.26 -2.82 8.45
O 3.73 -2.03 7.31
C 3.76 -0.67 7.08
O 4.33 0.05 7.85
O 2.83 -0.42 6.05
C 2.65 0.97 5.75
H 4.46 -3.86 8.20
H 3.61 -2.62 9.30
H 5.28 -2.55 8.71
H 1.71 1.10 5.21
H 3.53 1.40 5.29
H 2.57 1.51 6.69
C 10.09 1.85 4.37
O 8.65 1.95 4.66
C 7.73 1.52 3.72
O 8.11 1.03 2.62
O 6.49 1.72 4.12
C 5.40 1.20 3.40
H 10.44 2.64 3.70
H 10.44 0.95 3.87
H 10.63 2.05 5.29
H 5.54 1.06 2.33
H 4.44 1.69 3.54
H 5.33 0.15 3.71
C -6.48 1.43 -0.68
C -5.32 0.61 -0.22
N -4.43 -0.01 0.18
H -7.38 0.83 -0.57
H -6.42 1.76 -1.72
H -6.64 2.23 0.04
*
```

DFT total energy: -4534.6495 Ha
HOMO level: -10.45 eV